[1]
Below is a molecular structure, C15H38IN9O24S at a distorted geometry, with properties calculated with the ωB97M-V functional and the def2-TZVPD basis.

Each line ends with the Löwdin charge.
Atoms and positions in Å:
C -3.536 0.534 -5.132  -0.058
C -2.100 1.023 -5.197  -0.242
O -1.940 2.177 -4.360  -0.132
C -1.367 1.899 -3.114  -0.206
C 0.148 1.757 -3.200  -0.129
O 0.674 1.821 -1.864  -0.120
C 1.123 0.698 -1.247  -0.863
I 0.188 0.757 0.745  1.057
C 0.801 -0.698 -1.811  -0.167
O 1.902 -1.490 -1.261  -0.212
S 3.180 -0.617 -1.604  0.565
O 4.286 -0.918 -0.786  -0.201
O 3.391 -0.588 -2.996  -0.188
O 2.536 0.751 -1.068  -0.173
H -4.157 1.419 -5.107  0.052
H -3.789 -0.080 -5.990  0.084
H -3.678 -0.016 -4.203  0.042
H -1.837 1.348 -6.200  0.119
H -1.411 0.226 -4.912  0.110
H -1.819 1.027 -2.634  0.110
H -1.537 2.756 -2.465  0.135
H 0.462 0.895 -3.778  0.114
H 0.517 2.630 -3.732  0.141
H -0.133 -1.073 -1.424  0.112
H 0.907 -0.799 -2.884  0.120
C -4.460 1.144 -0.161  0.054
N -4.602 -0.035 -1.057  -0.426
O -3.969 -0.041 -2.098  0.035
O -5.347 -0.918 -0.693  0.079
H -3.770 1.843 -0.618  0.093
H -5.442 1.588 -0.045  0.069
H -4.081 0.784 0.791  0.107
C -6.052 4.900 -5.572  0.046
N -6.139 3.462 -5.949  -0.447
O -7.159 2.864 -5.677  0.071
O -5.170 2.986 -6.503  0.052
H -6.978 5.183 -5.088  0.092
H -5.204 5.006 -4.901  0.100
H -5.891 5.464 -6.485  0.099
C 3.730 2.699 2.837  0.052
N 2.692 2.991 3.865  -0.439
O 2.956 3.806 4.729  0.050
O 1.645 2.391 3.766  0.041
H 4.602 3.304 3.050  0.094
H 3.957 1.640 2.897  0.102
H 3.302 2.944 1.869  0.097
C 3.830 -3.994 -0.134  0.051
N 3.501 -5.339 0.412  -0.434
O 2.447 -5.480 1.001  0.058
O 4.317 -6.222 0.236  0.052
H 3.014 -3.324 0.102  0.075
H 4.754 -3.668 0.331  0.109
H 3.956 -4.102 -1.208  0.111
C 3.553 -6.289 4.047  0.043
N 4.145 -5.733 5.296  -0.454
O 4.660 -4.635 5.235  0.059
O 4.068 -6.419 6.292  0.068
H 3.696 -5.570 3.253  0.066
H 4.061 -7.223 3.829  0.105
H 2.498 -6.462 4.234  0.103
C 0.364 -2.733 3.479  0.048
N -0.980 -2.110 3.642  -0.448
O -1.221 -1.119 2.982  -0.034
O -1.740 -2.639 4.422  0.077
H 0.923 -2.152 2.755  0.076
H 0.845 -2.723 4.452  0.102
H 0.210 -3.752 3.136  0.099
C -8.014 2.806 2.208  0.052
N -6.584 3.160 1.992  -0.440
O -5.864 3.242 2.959  0.089
O -6.231 3.341 0.839  0.027
H -8.174 2.675 3.271  0.096
H -8.612 3.620 1.812  0.101
H -8.207 1.887 1.662  0.102
C 2.128 6.730 5.745  0.041
N 0.806 7.389 5.930  -0.455
O 0.570 8.383 5.273  0.059
O 0.050 6.883 6.732  0.063
H 2.688 7.292 5.007  0.094
H 2.629 6.733 6.708  0.103
H 1.946 5.714 5.412  0.067
C 6.829 -7.110 -1.727  0.046
N 7.061 -6.407 -3.019  -0.453
O 6.215 -5.616 -3.389  0.058
O 8.082 -6.670 -3.616  0.065
H 5.886 -6.771 -1.320  0.056
H 6.810 -8.176 -1.934  0.102
H 7.655 -6.862 -1.069  0.103

HOMO-LUMO gap ... 9.5 eV
Total charge ... 0
Strongest force on any atom ... 1.5 eV/Å


[2]
Below is a molecular structure, C15H38N13O3PrS2 at a distorted geometry, with properties calculated with the ωB97M-V functional and the def2-TZVPD basis.

Each line ends with the Mulliken spin population.
Atoms and positions in Å:
Pr 0.146 0.308 -0.356  1.997
N -1.283 2.076 0.930  0.001
C -2.752 2.020 0.756  0.004
C -3.116 1.418 -0.603  0.002
N -2.515 0.086 -0.845  -0.006
C -3.158 -0.916 0.031  0.000
C -2.213 -2.068 0.368  0.007
N -1.020 -1.563 1.090  0.001
C -2.738 -0.305 -2.257  0.003
C -1.784 0.395 -3.226  0.002
N -0.409 0.036 -2.854  0.001
H -1.113 2.361 1.897  0.001
H -0.988 2.905 0.369  -0.001
H -3.189 3.025 0.795  0.000
H -3.183 1.445 1.577  0.000
H -2.749 2.107 -1.369  -0.002
H -4.211 1.371 -0.685  0.000
H -4.066 -1.314 -0.438  0.000
H -3.456 -0.435 0.964  0.000
H -1.867 -2.548 -0.552  -0.003
H -2.764 -2.801 0.970  0.000
H -0.435 -2.368 1.322  0.001
H -1.340 -1.199 1.994  0.001
H -3.776 -0.104 -2.551  -0.001
H -2.544 -1.379 -2.340  -0.001
H -1.888 1.484 -3.189  -0.001
H -2.035 0.085 -4.249  0.000
H 0.248 0.639 -3.361  0.000
H -0.230 -0.919 -3.174  0.001
N -1.412 -3.492 -2.786  0.000
N -0.453 -4.297 -2.157  0.000
C 0.592 -3.771 -1.497  0.001
N 1.484 -4.613 -0.986  0.001
N 0.636 -2.434 -1.414  0.004
N 1.675 -1.858 -0.874  0.003
O 1.841 -0.666 -1.165  -0.008
O 2.432 -2.425 -0.103  0.008
H -2.333 -3.913 -2.668  0.000
H -1.228 -3.436 -3.789  0.000
H -0.440 -5.297 -2.335  0.000
H 1.463 -5.596 -1.208  0.000
H 2.278 -4.258 -0.462  0.000
C -1.340 4.362 -4.043  0.000
O -0.363 3.527 -3.427  -0.001
C -0.232 3.551 -2.112  0.000
S -1.232 4.434 -1.127  -0.002
S 1.093 2.612 -1.528  -0.010
H -1.277 4.165 -5.111  0.000
H -1.130 5.414 -3.845  0.000
H -2.339 4.126 -3.660  0.000
C 1.962 -0.958 2.528  0.009
N 2.974 -0.871 3.541  0.000
C 2.542 0.055 4.581  0.000
N 2.313 1.376 4.013  0.000
C 1.299 1.293 2.996  0.004
N 1.665 0.361 1.872  -0.019
C 2.987 0.870 1.338  0.006
N 3.992 0.946 2.362  0.000
C 4.209 -0.373 2.938  0.000
C 3.560 1.851 3.418  0.000
H 1.039 -1.327 2.996  0.001
H 2.311 -1.668 1.768  -0.002
H 3.310 0.116 5.351  0.000
H 1.615 -0.312 5.032  0.000
H 1.143 2.296 2.579  -0.001
H 0.371 0.931 3.458  0.000
H 2.828 1.873 0.916  -0.001
H 3.336 0.190 0.548  0.001
H 4.985 -0.315 3.702  0.000
H 4.531 -1.068 2.158  0.000
H 3.408 2.851 3.007  0.000
H 4.331 1.900 4.187  0.000

<S²> ... 2.002
2S+1 ... 3
HOMO-LUMO gap (spin up / spin down) ... 5.8 / 5.8 eV
Total charge ... +2
Strongest force on any atom ... 4.6 eV/Å


[3]
Below is 3 unconnected molecules or ions with the total composition C15H39N2O6P, with properties calculated with the ωB97M-V functional and the def2-TZVPD basis.

Each line ends with the Löwdin charge.
Atoms and positions in Å:
C 4.263 -1.193 -3.346  -0.042
C 3.059 -0.298 -3.032  -0.400
O 3.421 1.069 -3.279  -0.043
C 1.798 -0.670 -3.826  -0.234
O 0.677 -0.924 -2.940  -0.528
P -0.825 -0.696 -3.605  0.816
H 4.626 -1.003 -4.361  0.085
H 5.076 -1.010 -2.642  0.069
H 3.986 -2.249 -3.256  0.084
H 2.797 -0.407 -1.974  0.123
H 3.263 1.602 -2.495  0.076
H 1.939 -1.568 -4.439  0.115
H 1.544 0.177 -4.475  0.102
H -1.491 -1.600 -2.746  -0.101
H -1.240 0.397 -2.797  -0.121
C 0.436 0.255 2.463  -0.119
O 1.716 0.529 2.968  -0.199
C 2.189 -0.367 3.956  -0.220
C 3.374 -1.100 3.410  -0.223
N 2.952 -1.922 2.293  -0.047
C 4.002 -2.586 1.569  -0.212
C 5.037 -1.695 0.919  -0.212
O 4.467 -0.828 -0.053  -0.195
C 4.026 0.422 0.436  -0.095
H 0.180 1.078 1.797  0.079
H 0.395 -0.683 1.898  0.092
H -0.308 0.197 3.266  0.090
H 1.403 -1.077 4.235  0.126
H 2.475 0.201 4.846  0.123
H 3.796 -1.743 4.190  0.128
H 4.141 -0.353 3.157  0.104
H 2.404 -1.361 1.652  0.081
H 3.536 -3.187 0.784  0.122
H 4.518 -3.287 2.236  0.121
H 5.752 -2.336 0.395  0.122
H 5.598 -1.104 1.653  0.113
H 4.665 0.779 1.249  0.091
H 2.995 0.404 0.801  0.075
H 4.096 1.135 -0.388  0.079
C -4.982 0.499 -2.773  -0.121
O -5.072 1.695 -2.036  -0.195
C -6.191 1.791 -1.162  -0.215
C -5.752 1.802 0.280  -0.223
N -5.224 0.510 0.672  -0.051
C -4.593 0.468 1.978  -0.202
C -3.331 1.294 2.172  -0.215
O -2.217 0.816 1.436  -0.211
C -2.148 1.228 0.081  -0.098
H -4.172 0.625 -3.489  0.081
H -4.764 -0.371 -2.142  0.081
H -5.907 0.292 -3.322  0.089
H -6.879 0.958 -1.340  0.123
H -6.710 2.725 -1.389  0.122
H -6.620 2.026 0.910  0.125
H -5.043 2.634 0.402  0.110
H -4.573 0.182 -0.028  0.071
H -4.349 -0.572 2.206  0.121
H -5.330 0.793 2.722  0.119
H -3.044 1.235 3.225  0.121
H -3.502 2.351 1.933  0.112
H -2.561 2.233 -0.049  0.095
H -2.678 0.552 -0.596  0.062
H -1.097 1.235 -0.209  0.078

SMILES string ... C[C@@H](O)COP.COCCNCCOC.COCCNCCOC
HOMO-LUMO gap ... 9.4 eV
Total charge ... 0
Strongest force on any atom ... 0.4 eV/Å